ORCA calculation (ωB97M-V/def2-TZVPD) on C12H24N4OSTaTl as an isolated structure at a distorted geometry.

Computed properties:
Energy above the lowest of the compared OMol25 structures with the same formula, charge and spin: 97.6 kcal/mol
E_HOMO (alpha / beta): -0.58629 / -0.58611 hartree
Charge: +2
E_LUMO (alpha / beta): -9.9 / -9.9 eV
Electronic energy: -1392.90391 a.u.

XYZ file:
```
44
C12H24N4OSTaTl | OMol25 | ωB97M-V/def2-TZVPD
N -0.644 1.981 0.739
C -1.061 3.190 0.576
O -2.176 3.549 0.111
Tl -2.527 1.312 -0.757
Ta 0.395 0.342 0.389
N 0.571 0.186 -1.555
N -0.394 -1.219 1.195
C 1.084 1.235 -2.494
C -1.305 -1.601 2.305
C -0.108 1.875 -3.224
C 2.060 0.606 -3.497
C 1.807 2.289 -1.665
C -2.072 -2.883 1.943
C -0.478 -1.814 3.585
C -2.296 -0.463 2.518
H -0.741 1.132 -3.723
H 0.251 2.580 -3.996
H -0.722 2.463 -2.521
H 2.866 0.072 -2.977
H 2.520 1.407 -4.103
H 1.571 -0.088 -4.192
H 1.153 2.728 -0.890
H 2.129 3.116 -2.317
H 2.704 1.873 -1.181
H -2.596 -2.767 0.986
H -2.825 -3.089 2.722
H -1.417 -3.759 1.881
H 0.298 -2.577 3.448
H -1.132 -2.145 4.412
H 0.011 -0.876 3.890
H -1.782 0.495 2.694
H -2.935 -0.682 3.394
H -2.962 -0.362 1.647
C 0.454 -2.321 0.644
H 1.197 -1.895 -0.050
H 1.007 -2.851 1.430
H -0.142 -3.047 0.063
C 0.124 -1.080 -2.191
H 0.983 -1.691 -2.531
H -0.444 -1.673 -1.465
H -0.524 -0.893 -3.054
S 1.829 1.615 1.744
C 2.766 2.528 2.678
N 3.498 3.202 3.390
```